This record from OMol25 describes a structure of composition C36H31CaN6O3S5 at a distorted geometry. The level of theory is ωB97M-V/def2-TZVPD.

Last column: Löwdin charge in e.
CARTESIAN COORDINATES (ANGSTROEM)
1 Ca -0.14920 0.17016 0.20017  1.378
2 C -0.50053 0.13504 4.06146  -0.032
3 C -0.90819 -1.22627 3.57378  -0.319
4 C -1.08176 -2.26614 4.47609  -0.046
5 C -1.40507 -3.53017 4.00460  -0.057
6 C -1.55420 -3.71511 2.64537  -0.001
7 C -1.38958 -2.62458 1.80166  -0.196
8 N -1.06061 -1.39898 2.25184  0.123
9 C -1.51125 -2.80319 0.32361  -0.460
10 C -2.42938 -1.81283 -0.40408  -0.554
11 C -1.61577 -1.21828 -1.54009  -0.361
12 C -0.29516 -1.90349 -1.57508  -0.209
13 C -0.22785 -2.92797 -0.46042  -0.352
14 N -1.16155 -4.01101 -0.32673  0.107
15 C 1.10345 -2.92346 0.19859  -0.186
16 C 1.61321 -4.05958 0.82017  -0.001
17 C 2.91237 -4.02766 1.28495  -0.062
18 C 3.69376 -2.90018 1.05634  -0.050
19 C 3.11632 -1.80296 0.43430  -0.327
20 C 3.94159 -0.63080 -0.02233  -0.045
21 N 1.82131 -1.78321 0.10135  0.116
22 H 0.57945 0.27026 3.95294  0.075
23 H -0.75139 0.26012 5.11429  0.076
24 H -0.99555 0.91064 3.48224  0.050
25 H -0.95732 -2.07813 5.53465  0.102
26 H -1.53997 -4.35409 4.69523  0.103
27 H -1.78665 -4.66798 2.18994  0.116
28 H -2.72694 -0.97251 0.23563  0.051
29 H -1.82072 -0.20256 -1.87563  0.016
30 H 0.61840 -1.44184 -1.91294  0.114
31 H 0.96894 -4.92666 0.88149  0.109
32 H 3.34096 -4.89321 1.77651  0.102
33 H 4.74190 -2.88068 1.32725  0.103
34 H 4.50217 -0.92384 -0.91307  0.093
35 H 4.67020 -0.30944 0.72589  0.071
36 H 3.29719 0.19322 -0.32867  0.055
37 N -1.41798 4.16103 2.17670  0.179
38 C -2.73831 3.75014 2.21315  -0.184
39 C -3.90544 4.40064 2.60564  -0.031
40 C -5.06053 3.64830 2.57079  -0.089
41 C -5.05655 2.30566 2.15594  -0.074
42 C -3.90319 1.68332 1.73287  -0.072
43 C -2.72260 2.42708 1.76855  -0.276
44 N -1.42047 2.05853 1.45094  0.091
45 C -0.68529 3.10105 1.73644  -0.286
46 C 0.77039 3.05075 1.78554  -0.305
47 C 1.62014 4.03058 2.19631  -0.340
48 S 3.20745 3.41078 2.31631  1.049
49 C 2.63714 1.88659 1.79958  -0.448
50 N 1.36860 1.83466 1.53731  -0.007
51 H -1.06602 5.06551 2.42994  0.155
52 H -3.90685 5.43450 2.92570  0.101
53 H -5.99683 4.10505 2.86541  0.098
54 H -5.98971 1.75945 2.12453  0.106
55 H -3.91559 0.66678 1.37016  0.058
56 H 1.39518 5.05251 2.45023  0.073
57 H 3.30208 1.04589 1.69009  0.056
58 C 4.66024 2.83146 -3.50879  -0.113
59 O 4.25713 1.88551 -4.46833  -0.093
60 C 3.07846 1.22008 -4.23262  -0.298
61 C 2.66324 0.33510 -5.22567  -0.040
62 C 1.47875 -0.34166 -5.03151  -0.053
63 C 0.61469 -0.17075 -3.92686  -0.200
64 C -0.77666 -0.59842 -4.08288  0.021
65 C -1.06170 -1.54467 -5.20412  -0.167
66 O -1.23711 -2.05893 -2.62294  -0.006
67 C 1.10063 0.69147 -2.87419  -0.355
68 O 0.57073 0.84973 -1.69888  -0.311
69 C 2.32955 1.37603 -3.08742  0.019
70 H 5.57496 3.28346 -3.88774  0.084
71 H 4.86609 2.36223 -2.54044  0.083
72 H 3.90325 3.60846 -3.36654  0.092
73 H 3.26150 0.20081 -6.11721  0.102
74 H 1.16910 -1.01948 -5.81481  0.090
75 H -1.08077 -0.94003 -6.11795  0.082
76 H -2.06009 -1.96467 -5.08564  0.065
77 H -0.35300 -2.37535 -5.35423  0.069
78 H 2.63796 2.03642 -2.28796  0.094
79 S -3.99750 -2.55479 -0.94418  0.511
80 S -5.23467 -0.91293 -0.71763  -0.011
81 S -4.65768 0.46354 -2.15617  -0.145
82 S -3.27533 1.73596 -1.33872  -0.078

The value obtained for the HOMO energy is -3.2 eV. The total energy comes out at -125533.0046 eV. Its energy above the lowest of the compared OMol25 structures with the same formula, charge and spin is 8.750 eV. Its charge is -1.